Entry 1:
A cluster of 6 separate species, C30H47NO8 in total at a distorted geometry. Source: the Open Molecules 2025 dataset; level of theory: ωB97M-V/def2-TZVPD.

## Properties
ΔE to the lowest compared entry with this formula, charge and spin (kJ/mol): 1159.31
Electronic energy (eV): -49730.941
Lowest unoccupied orbital energy (Eh): -0.0486
Frontier orbital gap (eV): 7.86
HOMO energy (eV): -9.18

Atoms and positions in Å:
1 N 4.11 4.51 -0.01
2 C 3.21 3.74 -0.28
3 O 2.08 2.90 -0.46
4 C 1.76 2.40 0.86
5 C 2.75 1.40 1.58
6 C 2.43 0.81 3.01
7 C 1.09 1.18 3.75
8 C 0.13 2.14 3.00
9 C 0.43 2.77 1.58
10 C -0.70 3.74 0.93
11 O -0.42 4.82 0.34
12 C -2.22 3.22 1.15
13 C -3.31 3.33 0.04
14 C -4.71 2.74 0.38
15 C -5.04 2.07 1.77
16 C -3.93 2.01 2.90
17 C -2.51 2.59 2.57
18 C -1.30 2.55 3.65
19 O -1.45 2.85 4.86
20 H 3.74 1.08 1.06
21 H 3.15 0.08 3.51
22 H 0.82 0.76 4.79
23 H -3.06 3.81 -0.97
24 H -5.53 2.76 -0.41
25 H -6.07 1.61 1.98
26 H -4.13 1.52 3.92
27 C -0.07 0.21 -1.81
28 C -1.55 -0.14 -1.78
29 C -2.21 0.16 -3.12
30 O -2.20 0.61 -0.76
31 H 0.08 1.27 -2.01
32 H 0.39 0.00 -0.84
33 H 0.46 -0.37 -2.58
34 H -1.68 -1.20 -1.54
35 H -2.14 1.22 -3.36
36 H -3.28 -0.08 -3.08
37 H -1.75 -0.42 -3.93
38 H -2.09 1.55 -0.96
39 C -0.01 0.81 8.29
40 C 1.20 1.69 8.56
41 C 0.84 2.87 9.45
42 O 1.72 2.18 7.32
43 H -0.80 1.37 7.77
44 H 0.26 -0.02 7.63
45 H -0.42 0.41 9.22
46 H 1.99 1.10 9.03
47 H 0.08 3.50 8.98
48 H 1.71 3.50 9.63
49 H 0.45 2.53 10.41
50 H 1.03 2.71 6.89
51 C 0.41 -5.06 -1.44
52 C -0.30 -3.96 -2.22
53 C -1.73 -4.36 -2.55
54 O 0.42 -3.70 -3.43
55 H 0.47 -5.98 -2.02
56 H 1.44 -4.76 -1.22
57 H -0.10 -5.27 -0.50
58 H -0.30 -3.04 -1.64
59 H -1.75 -5.26 -3.17
60 H -2.22 -3.57 -3.12
61 H -2.31 -4.55 -1.64
62 H 0.42 -4.52 -3.95
63 C -2.87 4.44 -6.99
64 C -2.09 3.42 -6.18
65 C -1.36 2.44 -7.08
66 O -2.97 2.71 -5.32
67 H -3.64 3.94 -7.60
68 H -3.40 5.13 -6.33
69 H -2.22 5.01 -7.65
70 H -1.36 3.94 -5.54
71 H -2.07 1.87 -7.69
72 H -0.81 1.71 -6.48
73 H -0.66 2.95 -7.74
74 H -3.62 2.25 -5.87
75 C 5.56 -7.38 -1.33
76 C 4.43 -6.37 -1.50
77 C 4.97 -4.95 -1.62
78 O 3.56 -6.45 -0.37
79 H 6.14 -7.17 -0.42
80 H 5.16 -8.39 -1.23
81 H 6.24 -7.35 -2.19
82 H 3.84 -6.62 -2.38
83 H 5.52 -4.66 -0.73
84 H 4.15 -4.24 -1.73
85 H 5.63 -4.86 -2.49
86 H 4.07 -6.23 0.42

And the Löwdin charges, in e, turn out to be: atom 1 (N): 0.1577, atom 2 (C): -0.2250, atom 3 (O): -0.0219, atom 4 (C): -0.1390, atom 5 (C): 0.0343, atom 6 (C): -0.0189, atom 7 (C): 0.0187, atom 8 (C): -0.0266, atom 9 (C): 0.0484, atom 10 (C): -0.2322, atom 11 (O): 0.0599, atom 12 (C): -0.0410, atom 13 (C): -0.0115, atom 14 (C): -0.0357, atom 15 (C): -0.0359, atom 16 (C): 0.0128, atom 17 (C): -0.0274, atom 18 (C): -0.2489, atom 19 (O): 0.0355, atom 20 (H): 0.1159, atom 21 (H): 0.0940, atom 22 (H): 0.1071, atom 23 (H): 0.1159, atom 24 (H): 0.0913, atom 25 (H): 0.0920, atom 26 (H): 0.1083, atom 27 (C): -0.0550, atom 28 (C): -0.4874, atom 29 (C): -0.0563, atom 30 (O): -0.0639, atom 31 (H): 0.0788, atom 32 (H): 0.0766, atom 33 (H): 0.0820, atom 34 (H): 0.1214, atom 35 (H): 0.0654, atom 36 (H): 0.0826, atom 37 (H): 0.0815, atom 38 (H): 0.0432, atom 39 (C): -0.0668, atom 40 (C): -0.5008, atom 41 (C): -0.0652, atom 42 (O): -0.0673, atom 43 (H): 0.0784, atom 44 (H): 0.0748, atom 45 (H): 0.0792, atom 46 (H): 0.1377, atom 47 (H): 0.0828, atom 48 (H): 0.0799, atom 49 (H): 0.0793, atom 50 (H): 0.0815, atom 51 (C): -0.0584, atom 52 (C): -0.5032, atom 53 (C): -0.0641, atom 54 (O): -0.0611, atom 55 (H): 0.0846, atom 56 (H): 0.0668, atom 57 (H): 0.0844, atom 58 (H): 0.1211, atom 59 (H): 0.0815, atom 60 (H): 0.0740, atom 61 (H): 0.0821, atom 62 (H): 0.0870, atom 63 (C): -0.0670, atom 64 (C): -0.4999, atom 65 (C): -0.0645, atom 66 (O): -0.0691, atom 67 (H): 0.0808, atom 68 (H): 0.0796, atom 69 (H): 0.0805, atom 70 (H): 0.1398, atom 71 (H): 0.0815, atom 72 (H): 0.0780, atom 73 (H): 0.0806, atom 74 (H): 0.0915, atom 75 (C): -0.0676, atom 76 (C): -0.5047, atom 77 (C): -0.0640, atom 78 (O): -0.0651, atom 79 (H): 0.0808, atom 80 (H): 0.0798, atom 81 (H): 0.0800, atom 82 (H): 0.1379, atom 83 (H): 0.0816, atom 84 (H): 0.0743, atom 85 (H): 0.0810, atom 86 (H): 0.0896

***

Entry 2:
A cluster of 4 separate species, C17H30FN5O5PS in total at a distorted geometry. Source: the Open Molecules 2025 dataset; level of theory: ωB97M-V/def2-TZVPD.

## Properties
ΔE to the lowest compared entry with this formula, charge and spin (kJ/mol): 426.24
Total charge: +1
Electronic energy (eV): -58626.271
Lowest unoccupied orbital energy (Eh): -0.2033
Frontier orbital gap (eV): 4.78
HOMO energy (eV): -10.31

Atoms and positions in Å:
1 N 0.01 -1.67 4.17
2 C -0.30 -1.20 2.96
3 C -0.06 0.37 2.73
4 P -0.81 1.02 1.09
5 C -2.58 0.63 1.73
6 C -3.76 1.19 0.80
7 S -3.96 3.03 0.76
8 C -3.24 3.82 2.25
9 N -3.81 5.12 2.51
10 N -3.14 5.60 3.62
11 C -2.20 4.59 4.02
12 O -2.22 3.43 3.15
13 C -0.95 -0.18 -0.37
14 C -0.61 0.44 -1.80
15 O -0.64 1.64 -2.10
16 F -0.26 -0.50 -2.84
17 C 0.97 1.58 0.59
18 C 1.25 3.12 0.60
19 C 2.75 3.43 0.21
20 C 3.63 2.20 -0.11
21 N 3.34 0.82 -0.07
22 C 2.01 0.48 0.27
23 H -0.21 -2.68 4.21
24 H -0.75 -1.91 2.17
25 H -0.61 0.93 3.58
26 H 1.04 0.61 2.86
27 H -1.19 2.41 1.05
28 H -2.70 0.96 2.83
29 H -2.70 -0.52 1.76
30 H -3.71 0.79 -0.29
31 H -4.75 0.74 1.22
32 H -1.52 4.73 4.94
33 H -2.03 -0.58 -0.46
34 H -0.31 -1.14 -0.21
35 H 0.49 3.92 0.87
36 H 3.15 4.51 0.16
37 H 4.71 2.46 -0.43
38 H 1.74 -0.64 0.32
39 C -3.45 -2.60 -3.25
40 O -2.95 -1.70 -2.26
41 H -4.42 -2.98 -2.92
42 H -3.56 -2.08 -4.20
43 H -2.76 -3.44 -3.36
44 H -2.09 -1.38 -2.57
45 O -6.70 -2.01 -2.61
46 H -5.99 -1.71 -1.98
47 H -7.19 -1.24 -2.99
48 H -7.31 -2.66 -2.18
49 C 5.25 -1.24 -1.77
50 C 5.04 -2.51 -0.99
51 O 4.18 -2.61 -0.12
52 N 5.85 -3.57 -1.27
53 C 6.92 -3.64 -2.24
54 H 4.53 -0.49 -1.44
55 H 6.26 -0.86 -1.60
56 H 5.09 -1.43 -2.83
57 H 5.66 -4.38 -0.71
58 H 6.69 -4.45 -2.94
59 H 7.85 -3.88 -1.72
60 H 7.04 -2.71 -2.79

And the Löwdin charges, in e, turn out to be: atom 1 (N): 0.0619, atom 2 (C): -0.2484, atom 3 (C): -0.2468, atom 4 (P): 0.8116, atom 5 (C): -0.3956, atom 6 (C): -0.5259, atom 7 (S): 0.8940, atom 8 (C): -0.5449, atom 9 (N): -0.0226, atom 10 (N): 0.0007, atom 11 (C): -0.0722, atom 12 (O): -0.0717, atom 13 (C): -0.1882, atom 14 (C): -0.3486, atom 15 (O): 0.1182, atom 16 (F): -0.0017, atom 17 (C): -0.3001, atom 18 (C): -0.0193, atom 19 (C): -0.0280, atom 20 (C): -0.1304, atom 21 (N): 0.0099, atom 22 (C): -0.1066, atom 23 (H): 0.0442, atom 24 (H): 0.1104, atom 25 (H): 0.1011, atom 26 (H): 0.0984, atom 27 (H): 0.0223, atom 28 (H): 0.0947, atom 29 (H): 0.0857, atom 30 (H): 0.0670, atom 31 (H): 0.0756, atom 32 (H): 0.1443, atom 33 (H): 0.0735, atom 34 (H): 0.1141, atom 35 (H): 0.0894, atom 36 (H): 0.0973, atom 37 (H): 0.1072, atom 38 (H): 0.1147, atom 39 (C): -0.1353, atom 40 (O): -0.1464, atom 41 (H): 0.0501, atom 42 (H): 0.0925, atom 43 (H): 0.0972, atom 44 (H): 0.0468, atom 45 (O): 0.3400, atom 46 (H): 0.1957, atom 47 (H): 0.2143, atom 48 (H): 0.2131, atom 49 (C): -0.0183, atom 50 (C): -0.5493, atom 51 (O): 0.0081, atom 52 (N): -0.0020, atom 53 (C): -0.0807, atom 54 (H): 0.0369, atom 55 (H): 0.0883, atom 56 (H): 0.0849, atom 57 (H): 0.1388, atom 58 (H): 0.0822, atom 59 (H): 0.0839, atom 60 (H): 0.0738

***

Entry 3:
A structure of composition C22H20N4O4STc at a distorted geometry. Source: the Open Molecules 2025 dataset; level of theory: ωB97M-V/def2-TZVPD.

## Properties
Multiplicity: 4
Total charge: +2
Electronic energy (eV): -50308.617
Lowest unoccupied orbital energy (spin up / spin down) (Eh): -0.2712 / -0.3087
Frontier orbital gap (spin up / spin down) (eV): 6.72 / 5.90
HOMO energy (spin up / spin down) (eV): -14.10 / -14.30

Atoms and positions in Å:
1 Tc -0.32 0.21 1.28
2 C 2.33 -2.48 2.01
3 C 2.50 -0.99 1.93
4 N 1.59 -0.07 1.88
5 C 2.24 1.21 1.91
6 C 3.55 0.97 1.97
7 N 3.74 -0.37 1.94
8 C 4.82 1.85 1.93
9 O 4.68 3.14 2.13
10 O 5.90 1.31 1.81
11 C 1.49 2.46 1.73
12 O 1.87 3.59 2.03
13 O 0.30 2.09 1.17
14 H 1.43 -2.84 1.59
15 H 2.27 -2.84 3.06
16 H 3.16 -2.91 1.42
17 H 4.60 -0.92 1.81
18 H 3.75 3.45 2.07
19 C -6.42 -0.10 0.52
20 C -4.97 0.13 0.52
21 C -4.33 1.00 -0.32
22 C -2.97 1.12 -0.26
23 N -2.27 0.50 0.73
24 C -2.91 -0.33 1.56
25 S -1.99 -1.18 2.68
26 N -4.25 -0.56 1.40
27 C -2.21 1.96 -1.26
28 H -6.67 -1.06 0.97
29 H -6.92 -0.01 -0.44
30 H -6.93 0.60 1.18
31 H -4.87 1.50 -1.14
32 H -4.54 -1.47 1.80
33 H -1.24 1.60 -1.58
34 H -2.15 2.97 -0.74
35 H -2.82 2.07 -2.21
36 C 2.82 0.01 -3.52
37 C 2.72 0.96 -2.47
38 C 1.77 0.83 -1.55
39 C 0.92 -0.30 -1.51
40 C 0.01 -0.61 -0.48
41 C -0.62 -1.88 -0.46
42 C -0.44 -2.84 -1.44
43 C 0.17 -2.41 -2.60
44 C 0.98 -1.26 -2.59
45 C 1.94 -1.05 -3.62
46 H 3.48 0.21 -4.39
47 H 3.29 1.89 -2.58
48 H 1.66 1.57 -0.82
49 H -1.27 -2.13 0.39
50 H -1.02 -3.77 -1.49
51 H 0.12 -3.07 -3.48
52 H 2.01 -1.73 -4.45

And the Löwdin charges, in e, turn out to be: atom 1 (Tc): 1.5234, atom 2 (C): 0.0463, atom 3 (C): -0.2818, atom 4 (N): -0.0257, atom 5 (C): -0.1194, atom 6 (C): -0.0535, atom 7 (N): 0.2153, atom 8 (C): -0.4215, atom 9 (O): 0.1804, atom 10 (O): 0.1492, atom 11 (C): -0.4541, atom 12 (O): 0.1497, atom 13 (O): -0.1995, atom 14 (H): 0.0540, atom 15 (H): 0.1164, atom 16 (H): 0.1110, atom 17 (H): 0.2079, atom 18 (H): 0.0953, atom 19 (C): 0.0282, atom 20 (C): -0.2225, atom 21 (C): 0.0581, atom 22 (C): -0.2197, atom 23 (N): -0.0843, atom 24 (C): -0.7968, atom 25 (S): 0.7538, atom 26 (N): 0.1538, atom 27 (C): 0.0235, atom 28 (H): 0.1015, atom 29 (H): 0.1187, atom 30 (H): 0.1248, atom 31 (H): 0.1628, atom 32 (H): 0.1920, atom 33 (H): 0.0655, atom 34 (H): 0.1432, atom 35 (H): 0.1226, atom 36 (C): -0.0266, atom 37 (C): -0.0399, atom 38 (C): -0.0491, atom 39 (C): -0.1629, atom 40 (C): -0.2362, atom 41 (C): -0.1264, atom 42 (C): -0.0524, atom 43 (C): 0.0146, atom 44 (C): -0.1440, atom 45 (C): 0.0039, atom 46 (H): 0.1347, atom 47 (H): 0.1325, atom 48 (H): 0.0813, atom 49 (H): 0.0482, atom 50 (H): 0.1318, atom 51 (H): 0.1472, atom 52 (H): 0.1246

***

Entry 4:
The molecule C4H4N4 at a distorted geometry. Source: the Open Molecules 2025 dataset; level of theory: ωB97M-V/def2-TZVPD.

## Properties
ΔE to the lowest compared entry with this formula, charge and spin (kJ/mol): 320.98
Electronic energy (eV): -10169.511
Lowest unoccupied orbital energy (Eh): 0.0239
Frontier orbital gap (eV): 8.73
HOMO energy (eV): -8.08

Atoms and positions in Å:
1 C 0.76 1.91 -0.19
2 C 0.70 1.05 -1.22
3 C 0.04 -0.05 -0.75
4 N -0.40 -1.39 -0.88
5 N -0.80 -1.84 0.30
6 N -0.61 -0.93 1.24
7 N -0.16 0.12 0.62
8 C 0.36 1.21 1.03
9 H 1.35 2.89 -0.13
10 H 1.22 1.07 -2.23
11 H -0.14 -2.09 -1.73
12 H 0.20 1.70 1.93

And the Löwdin charges, in e, turn out to be: atom 1 (C): -0.0970, atom 2 (C): -0.1095, atom 3 (C): -0.2155, atom 4 (N): 0.0256, atom 5 (N): -0.0168, atom 6 (N): 0.0790, atom 7 (N): -0.1450, atom 8 (C): -0.0944, atom 9 (H): 0.1226, atom 10 (H): 0.1299, atom 11 (H): 0.2281, atom 12 (H): 0.0930

***

Question: Which of these has the lowest electronic energy?
Answer: C17H30FN5O5PS

***

Question: Which value of electronic energy does entry 3 give?
Answer: -50308.617 eV